# C57H71NO4PReS2

C57H71NO4PReS2 as an isolated structure at a distorted geometry (ωB97M-V with the def2-TZVPD basis set, the Open Molecules 2025 dataset).

Summary:
Frontier orbital gap (spin up / spin down) (eV): 5.23 / 5.54
Net charge: +3
<S²>: 1.122
2S+1: 2
LUMO energy (spin up / spin down) (Eh): -0.372 / -0.366
Total energy (hartree): -3785.4646

Element x y z (Å)
Re1 0.45271 -0.99792 -0.64220
C1 -4.65605 3.51649 1.51815
C2 -3.49431 4.17876 0.75670
C3 -2.53836 4.83747 1.77685
C4 -4.06266 5.27260 -0.15023
C5 -2.68882 3.14173 0.00432
C6 -2.23915 2.00668 0.67422
C7 -1.40163 1.11665 0.03405
N1 -0.83387 -0.04359 0.53046
C8 -0.86289 -0.45786 1.82696
C9 -1.06153 0.30171 2.97161
C10 -1.05628 -0.31016 4.21004
C11 -0.92509 -1.73122 4.27438
C12 -0.64222 -2.53120 3.20186
C13 -0.48129 -1.85765 1.93561
O1 -0.01326 -2.40844 0.88503
C14 -0.48531 -4.04247 3.31214
C15 -1.48114 -4.72117 2.34789
C16 0.96373 -4.46029 2.97300
C17 -0.78221 -4.53120 4.72916
C18 -1.16172 0.54844 5.45224
C19 0.14784 1.36593 5.54405
C20 -1.31359 -0.27302 6.73408
C21 -2.35527 1.51340 5.33295
C22 -1.02381 1.33130 -1.34287
O2 -0.13440 0.49545 -1.81295
C23 -1.61879 2.39585 -2.09229
C24 -2.37831 3.28543 -1.36847
C25 -1.55867 2.44793 -3.62036
C26 -0.12314 2.52086 -4.15222
C27 -2.23585 1.16075 -4.13436
C28 -2.32760 3.65369 -4.16366
H1 -5.24546 4.29359 2.00275
H2 -4.31293 2.83280 2.29624
H3 -5.31045 2.97008 0.83715
H4 -3.09171 5.57400 2.35932
H5 -1.72006 5.35163 1.26812
H6 -2.11667 4.10342 2.46762
H7 -4.62737 5.97739 0.45790
H8 -4.74631 4.86391 -0.89687
H9 -3.27732 5.83917 -0.65357
H10 -2.57470 1.80623 1.67968
H11 -1.16330 1.37366 2.90351
H12 -1.02855 -2.19934 5.24166
H13 -1.33926 -4.40256 1.31590
H14 -2.50810 -4.49355 2.63981
H15 -1.35097 -5.80228 2.39569
H16 1.28096 -4.10162 1.99819
H17 1.02967 -5.54848 2.98178
H18 1.65227 -4.07434 3.72726
H19 -1.79758 -4.28087 5.04228
H20 -0.07496 -4.11902 5.45136
H21 -0.68714 -5.61594 4.75758
H22 1.00915 0.69972 5.63022
H23 0.11274 1.99545 6.43375
H24 0.28887 2.00882 4.67224
H25 -0.45610 -0.92675 6.90161
H26 -2.22549 -0.87323 6.72183
H27 -1.37645 0.40204 7.58603
H28 -2.21281 2.25429 4.54423
H29 -2.47470 2.05588 6.27021
H30 -3.27850 0.96462 5.13912
H31 -2.81188 4.12360 -1.88983
H32 0.45092 1.63597 -3.89751
H33 0.39145 3.40111 -3.76709
H34 -0.15154 2.59607 -5.24012
H35 -1.69329 0.27193 -3.80894
H36 -2.25004 1.17014 -5.22470
H37 -3.26615 1.09685 -3.77990
H38 -1.89056 4.59446 -3.82382
H39 -3.38047 3.62416 -3.87912
H40 -2.28278 3.64098 -5.25186
O3 2.04225 -0.83616 0.99074
S1 3.04971 -0.47961 2.06950
C29 4.66976 -0.54751 1.21599
C30 4.60587 0.20811 -0.10020
C31 5.49600 -0.36138 -1.21309
C32 4.85511 -1.48713 -2.01520
S2 3.29537 -1.08536 -2.91470
O4 2.21576 -1.31915 -1.84827
C33 3.59162 0.66093 -3.17928
C34 3.21699 1.65770 -2.29554
C35 3.62767 2.95946 -2.53662
C36 4.37077 3.26211 -3.66938
C37 4.70010 2.26086 -4.57386
C38 4.31634 0.95223 -4.32974
C39 2.90202 1.29400 2.31942
C40 2.10307 2.05407 1.48145
C41 1.96123 3.41280 1.72131
C42 2.61336 3.99615 2.79960
C43 3.40320 3.22376 3.64170
C44 3.54606 1.86406 3.40875
H41 4.85639 -1.61577 1.08439
H42 5.40688 -0.14523 1.91180
H43 4.86051 1.25404 0.06745
H44 3.57518 0.16912 -0.44082
H45 6.43140 -0.74684 -0.79951
H46 5.76714 0.44917 -1.88861
H47 4.56900 -2.34115 -1.39694
H48 5.53353 -1.83718 -2.79572
H49 2.61528 1.43264 -1.42688
H50 3.37202 3.73980 -1.83115
H51 4.69350 4.27824 -3.85187
H52 5.25964 2.49837 -5.46835
H53 4.58762 0.16365 -5.02349
H54 1.59611 1.58844 0.64522
H55 1.34229 4.01230 1.06479
H56 2.50589 5.05619 2.98806
H57 3.90294 3.67811 4.48646
H58 4.15011 1.25566 4.07300
C45 0.63136 -4.34190 -1.22107
P1 -0.24742 -2.92848 -1.95888
C46 -1.99395 -3.35094 -1.85738
C47 -2.45858 -4.40667 -2.64669
C48 -3.76862 -4.83373 -2.51615
C49 -4.61470 -4.21351 -1.60464
C50 -4.15645 -3.15917 -0.82773
C51 -2.84663 -2.72429 -0.95333
C52 0.17798 -2.92028 -3.70926
C53 1.33819 -3.53749 -4.17627
C54 1.58756 -3.59380 -5.53776
C55 0.69144 -3.02841 -6.43517
C56 -0.45870 -2.40185 -5.97228
C57 -0.71754 -2.34547 -4.61348
H59 0.52585 -5.19718 -1.88860
H60 0.17495 -4.57817 -0.26255
H61 1.68733 -4.11913 -1.06393
H62 -1.80026 -4.88445 -3.36240
H63 -4.13005 -5.65157 -3.12476
H64 -5.63673 -4.55298 -1.50302
H65 -4.82285 -2.67813 -0.12418
H66 -2.48391 -1.89460 -0.35644
H67 2.03085 -4.00336 -3.48583
H68 2.47417 -4.09550 -5.90265
H69 0.88228 -3.08859 -7.49825
H70 -1.16424 -1.97491 -6.67242
H71 -1.62845 -1.88389 -4.25112

Atomic forces in eV per Å
Re 1.9 -0.6 0.7
C 0.0 0.0 -0.1
C 0.0 0.2 0.3
C -0.1 0.0 -0.1
C 0.0 -0.1 0.0
C 0.1 -0.3 -0.1
C -0.3 0.1 0.3
C 0.5 0.4 -0.9
N -0.5 -0.4 0.3
C 0.6 -0.4 -0.4
C -0.2 0.3 0.8
C -0.1 0.4 -0.6
C 0.1 -0.2 -0.2
C -0.1 -0.1 -0.3
C -0.4 0.4 0.9
O 0.4 1.0 -2.0
C 0.2 -0.2 -0.1
C 0.1 0.1 0.2
C -0.2 0.1 0.1
C 0.0 0.0 0.0
C 0.1 0.3 0.2
C -0.1 -0.1 0.1
C 0.0 0.0 -0.1
C 0.0 -0.1 0.0
C -0.9 1.1 0.8
O 0.7 -2.0 0.4
C 0.3 -0.6 -0.1
C -0.1 0.0 0.3
C 0.1 -0.1 0.0
C 0.0 0.0 0.0
C 0.0 0.1 0.1
C 0.0 -0.1 0.0
H 0.0 0.0 0.0
H 0.0 0.0 0.0
H 0.0 0.0 0.0
H 0.0 0.0 0.0
H 0.0 0.0 0.0
H 0.0 0.0 0.0
H 0.0 0.0 0.0
H 0.0 0.0 0.0
H 0.0 0.0 0.0
H 0.0 0.1 -0.1
H 0.0 0.0 0.0
H 0.0 0.0 0.0
H 0.0 0.0 0.0
H 0.0 0.0 0.0
H 0.0 0.0 0.0
H 0.0 0.0 -0.1
H 0.0 0.0 0.0
H 0.0 0.0 0.0
H 0.0 0.0 0.0
H 0.0 0.0 0.0
H 0.0 0.0 0.0
H 0.0 0.0 0.0
H 0.0 0.0 0.0
H 0.0 0.0 0.0
H 0.0 0.0 0.0
H 0.0 0.0 0.0
H 0.0 0.0 0.0
H 0.0 0.0 0.0
H 0.0 0.0 0.0
H 0.0 0.0 0.0
H 0.0 0.0 0.0
H 0.1 -0.1 0.1
H 0.1 0.0 0.0
H 0.0 0.0 0.0
H 0.0 0.0 0.0
H 0.0 0.0 0.0
H 0.0 0.0 0.0
H 0.0 0.0 0.0
H 0.0 0.0 0.0
H 0.0 0.0 0.0
O -0.8 0.1 -0.9
S 0.6 0.5 0.3
C -0.4 -0.1 -0.1
C 0.1 -0.1 0.0
C -0.1 0.0 0.1
C -0.1 0.1 0.0
S 0.7 0.2 -0.2
O -1.0 0.3 0.8
C -0.3 -0.1 -0.1
C -0.2 0.1 -0.1
C -0.1 0.0 0.0
C 0.0 -0.1 0.0
C 0.1 0.1 0.0
C -0.1 -0.3 -0.1
C -0.1 -0.2 -0.1
C 0.0 -0.1 -0.1
C 0.0 0.0 0.0
C 0.0 0.0 0.0
C 0.0 0.0 0.0
C 0.1 -0.2 0.1
H 0.0 0.0 0.1
H 0.0 -0.1 0.1
H -0.1 0.0 0.0
H 0.1 0.0 0.1
H 0.0 0.0 -0.1
H 0.1 0.0 0.0
H 0.0 -0.1 -0.1
H -0.1 -0.1 0.0
H -0.1 0.1 -0.1
H 0.0 0.0 0.0
H 0.0 0.0 0.0
H 0.0 0.0 0.0
H 0.0 0.0 0.0
H -0.1 0.0 0.0
H 0.0 0.0 0.0
H 0.0 0.0 0.0
H 0.0 0.0 0.0
H 0.0 0.0 0.0
C 0.1 0.2 0.1
P -0.7 -0.2 -0.1
C 0.1 0.1 0.0
C 0.0 0.0 0.0
C 0.0 0.0 0.0
C 0.0 0.0 0.0
C -0.1 0.0 0.0
C 0.1 0.1 0.0
C 0.0 0.2 0.1
C 0.0 0.0 0.1
C 0.1 0.0 0.0
C 0.0 0.0 0.0
C 0.0 0.0 0.0
C 0.0 0.0 0.1
H 0.0 0.0 0.0
H 0.0 0.0 0.0
H 0.0 0.0 0.0
H 0.0 0.0 0.0
H 0.0 0.0 0.0
H 0.0 0.0 0.0
H 0.0 0.0 0.0
H -0.1 0.0 0.0
H 0.0 0.0 0.0
H 0.0 0.0 0.0
H 0.0 0.0 0.0
H 0.0 0.0 0.0
H 0.0 0.0 -0.1